The following is a DFT calculation (wB97M-V/def2-TZVPD) of a cluster of 8 separate species, C46H98ClFNO14PS3 in total in a non-equilibrium geometry.

Properties
**Frontier orbital gap**: 0.260 Ha
**Max |F|**: 0.0996 Eh/bohr
**DFT total energy**: -136479.1758 eV
**Net charge**: 0
**SMILES**: O=C(F)C[C@@]1(CCCS)[C@@H](P(=O)(O)O)[C@H](Cl)[C@@](S)(CCCCCCCCCCCCn2cccc2)OS1(=O)=O.CC(C)O.CC(C)O.CC(C)O.CC(C)O.CC(C)O.CC(C)O.CC(C)O

Last columns: bonded neighbours and bond lengths (Å).
CARTESIAN COORDINATES (ANGSTROEM)
1 O -1.396 -4.112 5.284  C2 1.181
2 C -0.497 -4.669 5.809  O1 1.181, F3 1.412, C4 1.560
3 F -0.583 -4.785 7.214  C2 1.412
4 C 0.726 -5.336 5.106  C2 1.560, C5 1.579, H40 1.131, H41 1.131
5 C 1.772 -4.367 4.427  C4 1.579, C6 1.581, C10 1.618, S37 1.852
6 C 2.983 -3.916 5.338  C5 1.581, C7 1.584, H42 1.131, H43 1.131
7 C 2.692 -3.899 6.895  C6 1.584, C8 1.592, H44 1.133, H45 1.119
8 C 3.254 -5.171 7.670  C7 1.592, S9 1.845, H46 1.129, H47 1.119
9 S 5.092 -5.308 7.594  C8 1.845, H48 1.386
10 C 2.300 -5.155 3.117  C5 1.618, P11 1.892, C15 1.571, H49 1.135
11 P 2.925 -6.888 3.549  C10 1.892, O12 1.499, O13 1.678, O14 1.664
12 O 1.851 -7.925 3.422  P11 1.499
13 O 4.150 -7.388 2.517  P11 1.678, H50 0.981
14 O 3.510 -7.017 5.101  P11 1.664, H51 0.983
15 C 1.218 -5.350 1.994  C10 1.571, Cl16 1.843, C17 1.614, H52 1.129
16 Cl 2.119 -5.890 0.481  C15 1.843
17 C 0.334 -4.057 1.605  C15 1.614, S18 1.858, C19 1.617, O36 1.429
18 S 1.216 -3.128 0.258  C17 1.858, H53 1.371
19 C -1.009 -4.675 0.951  C17 1.617, C20 1.568, H54 1.127, H55 1.136
20 C -1.794 -3.703 0.004  C19 1.568, C21 1.590, H56 1.135, H57 1.129
21 C -2.309 -2.367 0.696  C20 1.590, C22 1.598, H58 1.134, H59 1.123
22 C -1.603 -1.051 0.128  C21 1.598, C23 1.584, H60 1.133, H61 1.119
23 C -1.864 -0.867 -1.424  C22 1.584, C24 1.589, H62 1.131, H63 1.133
24 C -1.316 0.575 -1.806  C23 1.589, C25 1.579, H64 1.123, H65 1.123
25 C -0.138 0.410 -2.845  C24 1.579, C26 1.583, H66 1.132, H67 1.126
26 C 1.100 -0.422 -2.314  C25 1.583, C27 1.585, H68 1.122, H69 1.135
27 C 2.461 -0.016 -3.015  C26 1.585, C28 1.576, H70 1.125, H71 1.126
28 C 3.292 1.034 -2.184  C27 1.576, C29 1.585, H72 1.133, H73 1.131
29 C 3.779 0.468 -0.787  C28 1.585, C30 1.585, H74 1.132, H75 1.131
30 C 2.919 0.980 0.443  C29 1.585, N31 1.477, H76 1.121, H77 1.133
31 N 3.157 2.397 0.784  C30 1.477, C32 1.400, C35 1.387
32 C 2.849 2.826 2.081  N31 1.400, C33 1.476, H78 1.119
33 C 3.221 4.252 2.167  C32 1.476, C34 1.500, H79 1.117
34 C 3.750 4.671 0.827  C33 1.500, C35 1.462, H80 1.112
35 C 3.659 3.448 0.032  N31 1.387, C34 1.462, H81 1.110
36 O -0.115 -3.252 2.696  C17 1.429, S37 1.633
37 S 1.060 -2.803 3.737  C5 1.852, O36 1.633, O38 1.473, O39 1.469
38 O 2.096 -1.989 3.078  S37 1.473
39 O 0.505 -1.946 4.793  S37 1.469
40 H 0.292 -6.115 4.410  C4 1.131
41 H 1.255 -5.945 5.899  C4 1.131
42 H 3.314 -2.866 5.076  C6 1.131
43 H 3.913 -4.542 5.185  C6 1.131
44 H 3.281 -3.027 7.315  C7 1.133
45 H 1.626 -3.705 7.174  C7 1.119
46 H 2.983 -5.018 8.755  C8 1.129
47 H 2.792 -6.135 7.344  C8 1.119
48 H 5.301 -6.654 7.849  S9 1.386
49 H 3.221 -4.589 2.772  C10 1.135
50 H 4.727 -6.633 2.275  O13 0.981
51 H 4.492 -7.009 5.060  O14 0.983
52 H 0.489 -6.190 2.189  C15 1.129
53 H 0.847 -3.634 -0.962  S18 1.371
54 H -0.819 -5.684 0.488  C19 1.127
55 H -1.688 -4.880 1.839  C19 1.136
56 H -2.734 -4.259 -0.306  C20 1.135
57 H -1.280 -3.484 -0.977  C20 1.129
58 H -3.399 -2.238 0.410  C21 1.134
59 H -2.301 -2.405 1.819  C21 1.123
60 H -2.160 -0.197 0.623  C22 1.133
61 H -0.524 -0.984 0.414  C22 1.119
62 H -2.954 -1.009 -1.693  C23 1.131
63 H -1.305 -1.625 -2.053  C23 1.133
64 H -0.950 1.097 -0.881  C24 1.123
65 H -2.159 1.182 -2.232  C24 1.123
66 H 0.219 1.453 -3.099  C25 1.132
67 H -0.569 -0.085 -3.760  C25 1.126
68 H 1.172 -0.414 -1.194  C26 1.122
69 H 0.898 -1.502 -2.600  C26 1.135
70 H 2.222 0.436 -4.017  C27 1.125
71 H 3.099 -0.923 -3.210  C27 1.126
72 H 4.196 1.325 -2.801  C28 1.133
73 H 2.684 1.981 -2.066  C28 1.131
74 H 4.857 0.764 -0.607  C29 1.132
75 H 3.790 -0.661 -0.836  C29 1.131
76 H 1.827 0.747 0.343  C30 1.121
77 H 3.287 0.391 1.339  C30 1.133
78 H 2.411 2.235 2.925  C32 1.119
79 H 3.139 4.915 3.061  C33 1.117
80 H 4.133 5.673 0.537  C34 1.112
81 H 3.964 3.402 -1.035  C35 1.110
82 C -3.702 0.704 -5.847  C83 1.520, H86 1.095, H87 1.093, H88 1.093
83 C -2.257 0.411 -6.219  C82 1.520, C84 1.521, O85 1.427, H89 1.092
84 C -1.963 0.814 -7.656  C83 1.521, H90 1.094, H91 1.092, H92 1.092
85 O -1.997 -0.982 -6.054  C83 1.427, H93 0.965
86 H -4.392 0.140 -6.483  C82 1.095
87 H -3.902 0.399 -4.817  C82 1.093
88 H -3.927 1.769 -5.947  C82 1.093
89 H -1.588 0.948 -5.543  C83 1.092
90 H -2.593 0.254 -8.354  C84 1.094
91 H -0.926 0.588 -7.913  C84 1.092
92 H -2.137 1.882 -7.810  C84 1.092
93 H -2.585 -1.466 -6.648  O85 0.965
94 C 0.235 2.353 6.809  C95 1.521, H98 1.094, H99 1.092, H100 1.093
95 C 0.005 2.639 5.333  C94 1.521, C96 1.521, O97 1.425, H101 1.092
96 C -1.428 2.329 4.927  C95 1.521, H102 1.094, H103 1.092, H104 1.093
97 O 0.900 1.853 4.551  C95 1.425, H105 0.967
98 H 0.061 1.296 7.032  C94 1.094
99 H 1.270 2.569 7.084  C94 1.092
100 H -0.426 2.955 7.436  C94 1.093
101 H 0.227 3.688 5.123  C95 1.092
102 H -1.658 1.271 5.087  C96 1.094
103 H -1.576 2.529 3.863  C96 1.092
104 H -2.140 2.930 5.498  C96 1.093
105 H 0.713 0.921 4.728  O97 0.967
106 C 6.607 5.769 5.269  C107 1.521, H110 1.095, H111 1.092, H112 1.092
107 C 6.193 5.957 3.818  C106 1.521, C108 1.521, O109 1.426, H113 1.092
108 C 6.958 7.100 3.168  C107 1.521, H114 1.095, H115 1.092, H116 1.092
109 O 4.794 6.224 3.754  C107 1.426, H117 0.966
110 H 6.395 6.669 5.855  C106 1.095
111 H 6.043 4.953 5.726  C106 1.092
112 H 7.673 5.544 5.349  C106 1.092
113 H 6.370 5.034 3.262  C107 1.092
114 H 6.757 8.045 3.683  C108 1.095
115 H 6.642 7.231 2.131  C108 1.092
116 H 8.034 6.915 3.186  C108 1.092
117 H 4.623 7.040 4.242  O109 0.966
118 C -8.684 1.748 -7.246  C119 1.520, H122 1.094, H123 1.093, H124 1.092
119 C -7.239 1.455 -7.617  C118 1.520, C120 1.521, O121 1.428, H125 1.093
120 C -6.944 1.858 -9.053  C119 1.521, H126 1.094, H127 1.093, H128 1.092
121 O -6.979 0.060 -7.452  C119 1.428, H129 0.965
122 H -9.372 1.184 -7.883  C118 1.094
123 H -8.885 1.443 -6.216  C118 1.093
124 H -8.908 2.812 -7.347  C118 1.092
125 H -6.570 1.991 -6.940  C119 1.093
126 H -7.573 1.297 -9.752  C120 1.094
127 H -5.906 1.631 -9.310  C120 1.093
128 H -7.118 2.925 -9.208  C120 1.092
129 H -7.566 -0.423 -8.047  O121 0.965
130 C 7.284 -5.433 0.108  C131 1.521, H134 1.095, H135 1.093, H136 1.092
131 C 7.502 -4.534 1.315  C130 1.521, C132 1.520, O133 1.430, H137 1.092
132 C 8.960 -4.524 1.742  C131 1.520, H138 1.094, H139 1.092, H140 1.092
133 O 6.690 -4.989 2.401  C131 1.430, H141 0.966
134 H 7.556 -6.468 0.339  C130 1.095
135 H 6.230 -5.439 -0.181  C130 1.093
136 H 7.878 -5.099 -0.745  C130 1.092
137 H 7.182 -3.517 1.077  C131 1.092
138 H 9.289 -5.528 2.029  C132 1.094
139 H 9.100 -3.884 2.615  C132 1.092
140 H 9.605 -4.163 0.938  C132 1.092
141 H 6.967 -5.889 2.619  O133 0.966
142 C -5.243 1.677 1.831  C143 1.521, H146 1.094, H147 1.092, H148 1.092
143 C -4.309 2.197 0.750  C142 1.521, C144 1.521, O145 1.427, H149 1.093
144 C -4.634 3.636 0.383  C143 1.521, H150 1.095, H151 1.092, H152 1.092
145 O -4.419 1.373 -0.410  C143 1.427, H153 0.965
146 H -6.282 1.691 1.488  C142 1.094
147 H -5.005 0.639 2.077  C142 1.092
148 H -5.169 2.277 2.741  C142 1.092
149 H -3.275 2.131 1.096  C143 1.093
150 H -5.653 3.717 -0.010  C144 1.095
151 H -3.963 3.993 -0.401  C144 1.092
152 H -4.542 4.296 1.249  C144 1.092
153 H -5.329 1.423 -0.726  O145 0.965
154 C -8.190 6.301 -7.215  C155 1.521, H158 1.094, H159 1.092, H160 1.092
155 C -8.145 5.898 -8.681  C154 1.521, C156 1.521, O157 1.427, H161 1.093
156 C -8.359 7.098 -9.591  C155 1.521, H162 1.094, H163 1.092, H164 1.092
157 O -9.154 4.921 -8.937  C155 1.427, H165 0.965
158 H -9.164 6.726 -6.958  C154 1.094
159 H -8.045 5.428 -6.573  C154 1.092
160 H -7.416 7.036 -6.984  C154 1.092
161 H -7.182 5.434 -8.906  C155 1.093
162 H -9.339 7.551 -9.414  C156 1.094
163 H -8.336 6.793 -10.639  C156 1.092
164 H -7.591 7.857 -9.431  C156 1.092
165 H -10.011 5.320 -8.742  O157 0.965